# C49H62FeN3P2Si2

A molecular structure, C49H62FeN3P2Si2 in a non-equilibrium geometry (wB97M-V/def2-TZVPD, the Open Molecules 2025 dataset).

Properties
- M: 867.0 g mol⁻¹
- DFT total energy: -4594.3119 hartree
- Frontier orbital gap (alpha / beta): 6.84 / 7.02 eV
- Lowest unoccupied orbital energy (alpha / beta): 2.628 / 2.626 eV
- HOMO level (alpha / beta): -0.155 / -0.162 Eh
- Largest force on an atom: 0.0302 hartree/bohr

```
! wB97M-V def2-TZVPD RIJCOSX def2/J DEFGRID3
* xyz -1 5
Fe -0.00282 -0.26216 0.23182
C -3.13642 -3.46010 -2.35804
Si -1.76221 -2.94103 -1.15612
C -0.38105 -4.22590 -1.35895
C -2.50030 -3.03733 0.58797
N -1.02446 -1.41157 -1.39758
P -1.59229 -0.05554 -2.08550
C -0.78376 1.37985 -1.64692
P 0.88926 1.29988 -2.02222
N 1.73040 0.50371 -0.88975
Si 3.35841 0.56700 -0.37655
C 3.80434 2.13929 0.58961
C 3.52807 -0.92284 0.77667
C 4.68751 0.46820 -1.73110
C 1.54222 3.01017 -2.06741
C 2.68840 3.37196 -2.77024
C 3.24560 4.63280 -2.60716
C 2.66259 5.54487 -1.73768
C 1.51036 5.19587 -1.04430
C 0.95558 3.93693 -1.20981
C 1.40555 0.65496 -3.65401
C 2.06372 -0.56767 -3.73157
C 2.43633 -1.08460 -4.96392
C 2.13218 -0.39224 -6.12640
C 1.44899 0.81561 -6.05625
C 1.08492 1.33729 -4.82559
C -1.83537 -0.36150 -3.88057
C -1.28336 -1.48235 -4.49111
C -1.42370 -1.67994 -5.85688
C -2.10842 -0.75241 -6.62768
C -2.64578 0.37903 -6.02780
C -2.50169 0.57868 -4.66441
C -3.33132 0.16852 -1.52099
C -4.46507 -0.22320 -2.22426
C -5.72408 -0.12644 -1.64397
C -5.86396 0.36633 -0.35584
C -4.73871 0.75657 0.35879
C -3.48516 0.64843 -0.21885
H -3.36455 -4.52206 -2.23626
H -4.05115 -2.89545 -2.17251
H -2.84079 -3.29294 -3.39579
H -0.64522 -5.17760 -0.88913
H -0.18001 -4.42046 -2.41578
H 0.54206 -3.86153 -0.90300
H -2.50021 -4.06000 0.97591
H -1.91785 -2.42107 1.27682
H -3.53030 -2.67134 0.60352
H 3.10435 2.31444 1.41098
H 4.80747 2.05349 1.01774
H 3.78677 3.02160 -0.05638
H 2.67327 -0.94254 1.45787
H 3.52850 -1.86091 0.21479
H 4.44227 -0.88821 1.37597
H 4.73261 1.39758 -2.30144
H 5.67086 0.30755 -1.28091
H 4.49537 -0.34719 -2.43185
H 3.14659 2.66333 -3.44967
H 4.14055 4.90586 -3.15393
H 3.10510 6.52447 -1.60290
H 1.04580 5.91040 -0.37451
H 0.05353 3.63942 -0.68542
H 2.28070 -1.09415 -2.80975
H 2.96395 -2.02982 -5.02098
H 2.41166 -0.80175 -7.08992
H 1.20004 1.34611 -6.96765
H 0.55235 2.27988 -4.76356
H -0.74522 -2.19428 -3.87756
H -0.99349 -2.55856 -6.32318
H -2.20961 -0.90290 -7.69589
H -3.17786 1.10623 -6.63034
H -2.90493 1.46757 -4.19192
H -4.36912 -0.60636 -3.23277
H -6.60065 -0.44492 -2.19598
H -6.84781 0.44687 0.09070
H -4.84246 1.14174 1.36649
H -2.59209 0.93504 0.32226
C 1.02021 -4.85396 2.09139
C 0.68043 -3.63952 2.91679
C 0.54738 -3.75066 4.30195
C 0.24065 -2.62485 5.05222
C 0.11734 -2.72458 6.55272
C 0.05470 -1.39528 4.43498
C 0.16452 -1.23181 3.03582
C 0.49895 -2.41456 2.31538
N -0.00778 -0.08354 2.32366
C -0.16583 1.22858 2.93177
C -1.49601 1.39660 3.69434
C -1.63901 2.82914 4.21927
C -1.64982 3.80719 3.04250
C -0.33214 3.68019 2.27574
C 0.83787 4.02390 3.19909
C 0.85264 3.04001 4.37117
C -0.46397 3.15734 5.14700
C 1.01245 1.60805 3.85069
C -0.17217 2.24698 1.77521
H 1.27144 -5.69690 2.73513
H 1.86729 -4.65389 1.43248
H 0.17563 -5.13741 1.46037
H 0.69212 -4.71000 4.78654
H 0.13954 -3.76412 6.87924
H -0.81626 -2.27413 6.89560
H 0.93781 -2.19619 7.04420
H -0.18721 -0.55675 5.07256
H 0.63166 -2.33664 1.23383
H -1.55898 0.69298 4.52544
H -2.31652 1.15900 3.00829
H -2.57716 2.91675 4.77855
H -1.78112 4.83303 3.40451
H -2.49146 3.58048 2.38004
H -0.34156 4.36786 1.42381
H 0.73933 5.04969 3.57165
H 1.77793 3.96102 2.64207
H 1.68984 3.27766 5.03657
H -0.57411 4.17219 5.54488
H -0.45818 2.46739 5.99778
H 1.08078 0.91830 4.69349
H 1.93962 1.51018 3.27651
H 0.76486 2.14327 1.21533
H -0.98642 1.99935 1.08453
*
```


# C49H62N5O4PbS

A molecular structure, C49H62N5O4PbS in a non-equilibrium geometry (wB97M-V/def2-TZVPD, the Open Molecules 2025 dataset).

Properties
- M: 1024.3 g mol⁻¹
- DFT total energy: -3070.1356 hartree
- Frontier orbital gap: 4.37 eV
- Lowest unoccupied orbital energy: 1.605 eV
- HOMO level: -0.102 Eh
- Largest force on an atom: 0.0243 hartree/bohr

```
! wB97M-V def2-TZVPD RIJCOSX def2/J DEFGRID3
* xyz -1 1
Pb 0.10445 0.00108 -0.75099
C 4.11197 -2.03300 4.23714
C 4.52234 -1.76825 2.78192
C 3.37409 -1.89810 1.82744
C 2.98334 -3.01541 1.12246
C 3.59301 -4.38144 1.16183
C 2.96683 -5.25891 2.25343
C 1.82554 -2.63897 0.37065
N 1.55423 -1.29736 0.58960
C 2.45532 -0.85896 1.47249
C 2.60519 0.56071 1.95229
C 1.40700 1.45966 1.92907
C 1.34676 2.69929 2.72022
C 2.45890 3.15841 3.61098
C 2.47137 2.47272 4.98353
C 0.17170 3.28651 2.43289
C -0.47445 2.49470 1.30307
C -1.94653 2.28111 1.37965
C -2.64425 1.47228 0.53245
N -2.13907 0.41733 -0.18377
C -3.18076 -0.18504 -0.83057
C -3.15144 -1.37893 -1.50529
C -2.08788 -2.32883 -1.50521
N -0.89301 -2.12229 -0.92445
C -0.19949 -3.30898 -0.95887
C 1.04951 -3.51332 -0.37286
C -0.97547 -4.28622 -1.65919
C -2.15959 -3.66876 -2.00994
C -3.29993 -4.24046 -2.79557
C -4.38078 -4.87616 -1.91327
C -0.55295 -5.69682 -1.93182
C -0.90444 -6.64047 -0.77443
C -4.39971 0.60455 -0.61683
C -4.08696 1.59058 0.25393
C -4.97232 2.69478 0.74211
C -5.76647 2.31513 1.99756
C -5.73159 0.28924 -1.22018
C -6.50110 -0.74324 -0.38503
N 0.34738 1.28725 1.21668
C -0.45192 4.48462 3.07138
C -1.06964 4.12433 4.43134
H 4.94863 -1.85301 4.91499
H 3.77904 -3.06376 4.36986
H 3.28365 -1.38239 4.52605
H 5.30881 -2.47400 2.49755
H 4.93305 -0.75775 2.69393
H 4.66670 -4.29120 1.34158
H 3.46681 -4.87717 0.19638
H 3.06987 -4.78498 3.22846
H 3.44528 -6.23987 2.29799
H 1.90191 -5.39961 2.06158
H 2.97951 0.52636 2.97501
H 2.38645 4.23917 3.75640
H 3.40773 2.94955 3.10580
H 1.59205 2.74654 5.56781
H 3.36247 2.76820 5.53832
H 2.48104 1.38674 4.88713
H -2.50075 2.99260 1.97836
H -4.07329 -1.69704 -1.97714
H 1.44162 -4.52169 -0.44928
H -2.91686 -4.99614 -3.48670
H -3.75233 -3.45019 -3.40054
H -3.96057 -5.68446 -1.31477
H -5.19055 -5.28637 -2.52123
H -4.80047 -4.13282 -1.23380
H 0.52611 -5.72298 -2.09929
H -1.03564 -6.05240 -2.84562
H -0.43753 -6.29658 0.14912
H -0.56454 -7.65682 -0.98451
H -1.98315 -6.66417 -0.61940
H -5.67207 2.96751 -0.05279
H -4.36490 3.57622 0.95780
H -6.43238 1.47826 1.79141
H -6.37035 3.15646 2.34255
H -5.08721 2.01881 2.79778
H -5.59652 -0.10607 -2.22996
H -6.32832 1.20147 -1.30485
H -5.93676 -1.67380 -0.32120
H -7.47874 -0.95559 -0.82199
H -6.65080 -0.37707 0.62968
H -1.23415 4.88707 2.42596
H 0.30204 5.26343 3.21432
H -1.77568 3.30051 4.32059
H -1.59612 4.98113 4.85586
H -0.29146 3.81385 5.12660
O 1.02440 -1.76865 -3.42292
H 1.82035 -1.86193 -2.88589
H 0.34860 -2.28804 -2.97017
O 4.93082 1.09861 1.91194
N 3.75552 1.17179 1.23243
C -2.84365 1.47163 -3.86210
S -1.24608 2.08241 -3.22439
C -0.25393 1.09477 -4.38352
O -1.12797 3.47924 -3.72488
H -2.90847 1.68640 -4.92761
H -3.63308 1.98994 -3.32015
H -2.90025 0.40362 -3.65970
H -0.45680 1.45890 -5.38994
H -0.48389 0.03693 -4.27974
H 0.79210 1.25179 -4.13032
C -0.90818 4.26842 -0.36454
O -0.13694 3.15480 0.04064
H -0.73079 4.38823 -1.43190
H -0.60054 5.18253 0.15881
H -1.97765 4.10008 -0.21406
C 6.39854 -0.83002 -2.67549
C 6.42137 -1.04434 -1.28535
C 5.60183 -0.31816 -0.46112
C 4.69842 0.63213 -0.98383
C 3.76601 1.33985 -0.14895
C 2.90811 2.24692 -0.74573
C 2.89020 2.44879 -2.13215
C 3.75590 1.77086 -2.94823
C 4.67242 0.85101 -2.38954
C 5.55460 0.10547 -3.20792
H 7.05034 -1.40192 -3.32592
H 7.09929 -1.77601 -0.86256
H 5.64575 -0.43517 0.61298
H 2.27330 2.85464 -0.12817
H 2.18493 3.16018 -2.55016
H 3.75103 1.93235 -4.02048
H 5.54754 0.29111 -4.27660
*
```


# C49H63AsN2PPd

A molecular structure, C49H63AsN2PPd in a non-equilibrium geometry (wB97M-V/def2-TZVPD, the Open Molecules 2025 dataset).

Properties
- M: 892.4 g mol⁻¹
- DFT total energy: -4718.3195 hartree
- Frontier orbital gap (alpha / beta): 8.77 / 4.85 eV
- Lowest unoccupied orbital energy (alpha / beta): -6.813 / -11.102 eV
- HOMO level (alpha / beta): -0.573 / -0.586 Eh
- Largest force on an atom: 0.0685 hartree/bohr

```
! wB97M-V def2-TZVPD RIJCOSX def2/J DEFGRID3
* xyz 3 5
Pd -0.81957 -0.11144 0.00676
C -3.72269 -1.15856 2.51398
C -3.97130 -0.11813 1.63037
C -2.83128 0.78453 1.74738
C -1.84115 0.02486 2.48784
C -2.45215 -1.12488 3.07173
C -1.88712 -2.01319 4.17400
C -0.80526 -2.94378 3.56507
C -3.07193 -2.86005 4.74041
C -1.18529 -1.10653 5.28471
C -2.63562 2.24813 1.48961
C -2.61738 2.79883 0.06705
C -3.72543 3.09687 2.21721
C -1.29748 2.68469 2.10754
C -5.13326 -0.27268 0.69631
C -5.01980 -1.66299 0.06653
C -5.27684 0.81801 -0.31146
C -6.44987 -0.39113 1.57050
H -4.46412 -1.92668 2.62518
H -0.82909 0.37299 2.74706
H -1.33107 -3.55998 2.84186
H -0.34399 -3.65698 4.29235
H -0.03628 -2.37408 3.03154
H -3.34405 -3.42488 3.87006
H -3.89021 -2.18826 5.01109
H -2.74270 -3.46325 5.63346
H -0.10532 -0.87506 5.06307
H -1.15708 -1.50915 6.29345
H -1.72049 -0.14173 5.31669
H -3.55248 2.78839 -0.47745
H -1.84267 2.25266 -0.52763
H -2.31386 3.83763 0.04311
H -4.72042 2.86400 1.76579
H -3.53247 4.15340 2.05563
H -3.73595 2.87659 3.25482
H -0.45741 2.05972 1.68014
H -1.31524 2.46526 3.22252
H -1.09099 3.74255 1.87381
H -3.97533 -1.80078 -0.36360
H -5.72349 -1.79040 -0.76768
H -5.22129 -2.39672 0.87079
H -4.44162 0.80562 -1.05240
H -5.44445 1.82541 0.18194
H -6.24608 0.59333 -0.88425
H -6.64752 -1.39844 1.90269
H -7.30485 -0.07664 0.93979
H -6.49531 0.25197 2.48284
N -2.41699 -0.72908 -1.55995
C -2.36513 -0.25562 -2.63406
N -2.39892 0.29099 -3.81683
C -2.15559 1.77706 -3.90935
C -2.16706 2.18854 -5.39169
C -1.39082 1.22504 -6.33741
C -2.16346 -0.10678 -6.30699
C -2.92028 -0.41015 -5.01866
H -1.21367 2.04161 -3.47767
H -2.95236 2.35455 -3.34801
H -1.79621 3.24802 -5.45875
H -3.24426 2.16155 -5.71035
H -0.34496 1.14207 -6.00051
H -1.49503 1.57472 -7.38011
H -1.59736 -0.99418 -6.68358
H -3.01030 0.04805 -6.97059
H -2.76094 -1.49606 -4.81150
H -3.98261 -0.16906 -5.05384
C 2.52178 -0.03765 0.39733
C 2.33522 -1.25445 1.33609
As 3.88086 -1.70860 2.65872
C 4.29376 0.02597 3.34413
C 5.12247 0.89093 2.50929
C 5.59486 2.12587 3.07794
C 5.28765 2.39459 4.43680
C 4.68976 1.43171 5.24042
C 4.14971 0.30373 4.71103
C 5.21690 -2.04313 1.23583
C 4.88160 -2.75685 0.10444
C 5.86253 -3.36087 -0.69173
C 7.17960 -3.03364 -0.53944
C 7.54508 -2.25529 0.54554
C 6.55146 -1.73979 1.39050
P 1.29604 -0.00131 -0.93066
C 1.79772 -1.28886 -2.06639
C 2.89956 -1.19888 -2.93757
C 3.11926 -2.14830 -3.93406
C 2.31739 -3.26039 -4.05490
C 1.23565 -3.38609 -3.15105
C 0.94622 -2.40556 -2.18910
C 1.63191 1.60517 -1.73933
C 1.98642 2.76195 -1.02215
C 2.33318 3.96775 -1.71641
C 2.36023 3.97107 -3.08980
C 1.91457 2.85458 -3.80680
C 1.55327 1.68597 -3.16178
H 3.50294 0.01078 -0.04806
H 2.41694 0.91764 0.97631
H 2.22302 -2.11235 0.67048
H 1.44800 -1.13461 2.01062
H 5.28168 0.67126 1.48343
H 6.26762 2.71712 2.48730
H 5.43572 3.38569 4.86936
H 4.72757 1.53239 6.32544
H 3.60429 -0.43771 5.30190
H 3.84605 -2.94807 -0.24066
H 5.55828 -4.09954 -1.43714
H 7.94104 -3.43449 -1.16251
H 8.59348 -2.06338 0.84273
H 6.88734 -1.13238 2.22829
H 3.51713 -0.26905 -2.92889
H 3.86191 -1.97610 -4.68925
H 2.60431 -4.04565 -4.77989
H 0.53250 -4.21743 -3.23932
H 0.01725 -2.53735 -1.62434
H 2.04709 2.84555 0.05643
H 2.55822 4.78609 -1.04344
H 2.57273 4.87948 -3.66330
H 1.96682 2.89863 -4.84494
H 1.22869 0.73349 -3.68984
*
```